The following is a DFT calculation (wB97M-V/def2-TZVPD) of a molecular structure, C58H44NOP2PdS2 at a distorted geometry.

Positions of all 109 atoms, in Å:
Pd1 -0.04646 -0.61912 0.29803
O1 -0.04174 1.99294 -2.11981
S1 0.40695 1.62442 -0.76245
C1 2.01053 2.33776 -0.48836
C2 2.18042 3.52358 -1.14206
C3 3.34406 4.30680 -1.05187
C4 4.37173 3.86658 -0.21419
C5 5.76247 4.36655 -0.03628
C6 6.36363 3.40678 1.05118
C7 5.40379 2.24256 1.10123
C8 5.45949 0.98948 1.61207
C9 4.38171 0.12809 1.56362
C10 3.24765 0.37964 0.89293
P1 2.27862 -0.91790 0.13894
C11 2.86104 -0.80090 -1.62457
C12 4.06969 -0.17209 -1.95472
C13 4.51309 -0.13883 -3.24015
C14 3.63388 -0.47122 -4.25000
C15 2.33799 -0.92325 -3.99421
C16 2.01514 -1.15523 -2.67801
C17 2.90898 -2.48639 0.75301
C18 3.61537 -3.46560 0.02377
C19 3.99222 -4.64658 0.62677
C20 3.83362 -4.81350 1.97144
C21 3.18809 -3.81199 2.70545
C22 2.65351 -2.70620 2.07958
C23 3.07412 1.76375 0.35880
C24 4.23698 2.59258 0.41313
C25 -0.72470 2.59814 0.31816
C26 -0.09251 3.33957 1.31329
C27 -0.90765 4.18628 2.15728
C28 -2.23225 4.33503 1.85135
C29 -3.26787 5.20986 2.47377
C30 -4.64738 4.82152 1.79268
C31 -4.25369 3.74261 0.80150
C32 -4.92509 2.88677 0.02911
C33 -4.30265 1.88448 -0.68448
C34 -2.95614 1.62787 -0.62766
P2 -2.26395 -0.01803 -0.98702
C35 -2.07403 -0.04855 -2.80402
C36 -2.49093 0.94398 -3.64464
C37 -2.13624 0.94778 -4.99117
C38 -1.46061 -0.14920 -5.52516
C39 -1.08459 -1.17329 -4.68465
C40 -1.34718 -1.10090 -3.32487
C41 -3.64502 -1.14904 -0.70797
C42 -4.08606 -1.41389 0.57128
C43 -5.27712 -2.15137 0.75558
C44 -5.97864 -2.59481 -0.35715
C45 -5.50361 -2.34250 -1.65093
C46 -4.39420 -1.55352 -1.83092
C47 -2.13145 2.61602 0.08489
C48 -2.85011 3.55978 0.81975
H1 1.35984 3.82417 -1.75575
H2 3.56281 5.14615 -1.69359
H3 6.04009 5.36659 0.28053
H4 6.30127 4.11380 -0.92284
H5 6.34719 3.89843 1.97293
H6 7.40458 3.12345 0.79584
H7 6.28961 0.53063 2.08185
H8 4.54307 -0.83942 1.88301
H9 4.73709 0.23847 -1.22882
H10 5.48781 0.17058 -3.51563
H11 3.92567 -0.36840 -5.24913
H12 1.64640 -0.93870 -4.82261
H13 0.98959 -1.46300 -2.39193
H14 3.82680 -3.42618 -1.05810
H15 4.56425 -5.37137 -0.01051
H16 4.19352 -5.69246 2.46966
H17 3.02136 -3.87290 3.77758
H18 2.15414 -1.99640 2.68494
H19 1.03721 3.32609 1.49946
H20 -0.53093 4.79223 2.94263
H21 -2.98774 6.30987 2.33203
H22 -3.32114 5.06024 3.57628
H23 -5.20880 5.66314 1.37189
H24 -5.34076 4.43339 2.57363
H25 -5.97550 2.84830 -0.15667
H26 -4.95460 1.18153 -1.14062
H27 -2.94746 1.80072 -3.12310
H28 -2.51016 1.66090 -5.73169
H29 -1.10583 -0.15646 -6.53111
H30 -0.58584 -2.04274 -5.10460
H31 -1.18605 -1.92949 -2.63365
H32 -3.58148 -1.11150 1.44648
H33 -5.67034 -2.31419 1.74448
H34 -6.92536 -3.03492 -0.29214
H35 -6.22813 -2.47805 -2.45146
H36 -4.01513 -1.36180 -2.80802
C49 -0.56525 -3.77516 -0.78401
C50 -1.10758 -3.66396 0.56134
C51 -1.83899 -4.71771 1.12538
C52 -2.32678 -4.54901 2.40100
C53 -1.99181 -3.41566 3.19816
C54 -2.56913 -3.15391 4.47288
C55 -2.41710 -1.92651 5.03416
C56 -1.58250 -0.95411 4.50976
C57 -1.04935 -1.14582 3.28564
S2 0.00611 0.17861 2.59670
C58 -1.30756 -2.39143 2.58551
N1 -0.88099 -2.57291 1.27094
H37 -0.12883 -4.77528 -1.01224
H38 0.13821 -3.07358 -1.02895
H39 -1.37275 -3.61082 -1.47619
H40 -2.06456 -5.64595 0.54825
H41 -2.95735 -5.35444 2.80036
H42 -3.07921 -4.01928 4.87514
H43 -2.85149 -1.87103 5.99430
H44 -1.43303 -0.05007 5.04934

Properties
multiplicity = 3
LUMO level (alpha / beta) = -2.372 / -3.754 eV
net charge = +1
expectation value of S² = 2.010
HOMO-LUMO gap (alpha / beta) = 7.004 / 5.795 eV

The following is a DFT calculation (wB97M-V/def2-TZVPD) of a molecular structure, C58H45BrIN8O7SSeY at a distorted geometry.

Positions of all 123 atoms, in Å:
Y1 -0.38716 -0.83865 0.82735
C1 -1.72880 -4.99063 -1.36228
C2 -2.87116 -4.01845 -1.37639
N1 -3.90733 -4.25770 -2.14208
C3 -4.93873 -3.38447 -2.13755
C4 -4.99512 -2.27893 -1.32648
C5 -6.22542 -1.41397 -1.35031
O1 -7.15481 -1.70513 -0.30017
C6 -3.89849 -2.00447 -0.47891
C7 -3.99740 -1.00467 0.56696
N2 -3.10428 -0.75855 1.45802
C8 -3.55457 -0.13784 2.65027
C9 -4.80526 -0.46740 3.18113
C10 -5.26377 0.09215 4.36373
C11 -4.44760 0.98144 5.04995
C12 -3.18691 1.27744 4.55616
C13 -2.70585 0.72156 3.36809
I1 -0.43988 -2.43860 3.28858
C14 -2.76366 -2.84656 -0.53687
O2 -1.68081 -2.60424 0.07532
H1 -1.67846 -5.52086 -2.31310
H2 -1.87375 -5.72273 -0.56331
H3 -0.79184 -4.47798 -1.14930
H4 -5.75921 -3.60976 -2.81113
H5 -6.77638 -1.60142 -2.27229
H6 -5.95279 -0.35264 -1.33639
H7 -6.66503 -1.71724 0.53021
H8 -4.96475 -0.49330 0.65602
H9 -5.40362 -1.22307 2.68635
H10 -6.23182 -0.19286 4.75767
H11 -4.78031 1.41962 5.98423
H12 -2.53068 1.94670 5.09964
Br1 7.65518 2.93603 -2.47939
C15 7.00630 1.22286 -3.00144
C16 6.69347 0.28761 -2.02919
C17 6.21073 -0.95516 -2.39575
C18 6.05014 -1.28462 -3.74711
C19 6.40063 -0.33075 -4.70488
C20 6.86132 0.92387 -4.34315
N3 5.73419 -2.57511 -4.21045
N4 4.90094 -3.36022 -3.66149
C21 3.86990 -3.04805 -2.80903
C22 3.47087 -4.14618 -2.02330
C23 2.56331 -4.06363 -1.00204
C24 1.92856 -2.82925 -0.68659
O3 1.08923 -2.71894 0.22928
C25 2.25431 -1.67630 -1.54710
N5 1.55838 -0.55078 -1.27802
C26 1.69461 0.46722 -2.10104
C27 2.43523 0.38689 -3.28542
C28 3.14402 -0.75041 -3.56193
C29 3.14238 -1.80916 -2.63456
H13 6.81300 0.53303 -0.98509
H14 5.95099 -1.67400 -1.62934
H15 6.29549 -0.59215 -5.75068
H16 7.10831 1.65982 -5.09687
H17 3.96579 -5.08616 -2.24174
H18 2.29539 -4.92658 -0.40714
H19 1.16607 1.38049 -1.86800
H20 2.42344 1.22240 -3.97293
H21 3.68450 -0.84631 -4.49147
O4 0.43797 2.32240 0.32263
S1 -0.71478 2.40328 -0.55000
O5 -0.46952 3.03904 -1.83527
N6 -1.31403 0.93767 -0.69603
C30 -2.22887 0.73276 -1.74273
C31 -3.27455 1.56927 -2.06651
C32 -4.19251 1.25239 -3.08678
C33 -4.08257 0.10089 -3.81029
C34 -3.00386 -0.77279 -3.54423
C35 -2.80298 -1.97127 -4.26577
C36 -1.72111 -2.75213 -3.99069
C37 -0.83883 -2.33707 -2.97226
N7 -1.01088 -1.25623 -2.26254
C38 -2.07597 -0.46107 -2.52481
C39 -1.93137 3.48235 0.19967
C40 -3.00668 2.97658 0.91388
C41 -3.91815 3.85009 1.48845
C42 -3.75623 5.22179 1.34012
C43 -2.69678 5.72144 0.59390
C44 -1.78497 4.84896 0.01349
H22 -3.40935 2.49557 -1.52735
H23 -5.00612 1.94097 -3.28344
H24 -4.79826 -0.15468 -4.58246
H25 -3.52433 -2.25754 -5.02294
H26 -1.54898 -3.68563 -4.50929
H27 0.03187 -2.94013 -2.72820
H28 -3.13069 1.90680 1.00548
H29 -4.74473 3.45082 2.06263
H30 -4.46475 5.90280 1.79622
H31 -2.58393 6.79004 0.45550
H32 -0.96528 5.21136 -0.59158
C45 0.37390 5.01105 2.98034
O6 1.56689 4.24654 3.01457
C46 1.58901 3.20699 3.90216
C47 0.91338 3.22385 5.10641
C48 1.00011 2.13079 5.95719
C49 1.77750 1.04301 5.61074
C50 2.46186 1.02572 4.40418
C51 2.36302 2.09850 3.52980
N8 3.05984 2.26483 2.30797
C52 3.94681 1.51564 1.67649
C53 4.13921 0.13357 1.73972
C54 5.45165 -0.39813 1.55844
C55 5.68773 -1.72974 1.66644
C56 4.59322 -2.60395 1.95263
C57 3.31554 -2.15886 2.04488
C58 3.00228 -0.76493 1.83405
O7 1.83948 -0.32757 1.72009
H33 0.34649 5.73008 3.80515
H34 -0.49910 4.35690 3.02064
H35 0.37930 5.54510 2.03432
H36 0.29428 4.07060 5.36694
H37 0.43299 2.12507 6.87871
H38 1.82391 0.17352 6.25091
H39 3.06451 0.17325 4.16450
H40 2.88090 3.17944 1.91146
H41 4.59746 2.09473 1.02164
H42 6.27398 0.29195 1.40491
H43 6.69091 -2.12208 1.56865
H44 4.78941 -3.66252 2.07902
H45 2.48032 -2.82084 2.23861
Se1 -1.00662 1.20549 2.72233

Properties
multiplicity = 1
LUMO level = 3.391 eV
net charge = -2
HOMO-LUMO gap = 5.173 eV

The following is a DFT calculation (wB97M-V/def2-TZVPD) of a molecular structure, C58H45N7O2PPt at a distorted geometry.

Positions of all 114 atoms, in Å:
Pt1 1.12469 0.22964 -0.21684
C1 0.56119 3.30514 3.90916
N1 1.11689 2.96574 2.62846
C2 0.52629 2.17984 1.69836
N2 1.32469 2.07154 0.63126
C3 2.47279 2.77414 0.88876
C4 2.34579 3.33194 2.15836
C5 3.32149 4.06664 2.97876
C6 3.18859 5.42364 3.26016
C7 4.17639 6.08474 3.97196
C8 5.29089 5.39884 4.42446
C9 5.40969 4.04054 4.17896
C10 4.43279 3.37514 3.46276
C11 3.59149 2.88854 -0.04614
C12 4.69569 3.70024 0.22416
C13 5.79659 3.70314 -0.61154
C14 5.81839 2.90834 -1.74424
C15 4.70409 2.14984 -2.06114
C16 3.60379 2.15334 -1.23054
P1 -1.25101 1.71804 1.78456
C17 -1.27661 -0.09706 2.01426
N3 -0.87631 -0.84926 1.01546
C18 -1.28831 -2.10726 1.25336
C19 -1.97501 -2.13876 2.45786
N4 -1.97691 -0.84386 2.91526
C20 -2.61981 -0.35986 4.10326
C21 -2.56201 -3.29936 3.12576
C22 -2.25131 -3.60406 4.44996
C23 -2.73741 -4.76216 5.02936
C24 -3.54401 -5.62136 4.30316
C25 -3.88091 -5.31186 2.99536
C26 -3.38761 -4.16356 2.40486
C27 -0.98291 -3.09446 0.21586
C28 -0.40301 -3.19076 -1.87504
C29 -0.00361 -4.41186 -2.65314
C30 0.13929 -5.70146 -2.34544
C31 -0.18511 -6.44976 -1.06474
C32 -0.54851 -4.54136 0.57696
C33 -1.44751 1.62784 -0.04034
N5 -0.69811 0.97754 -0.93484
C34 -1.22671 1.23104 -2.16874
C35 -2.32081 2.06864 -2.00974
N6 -2.44031 2.29774 -0.66924
C36 -3.42461 3.14544 -0.05114
C37 -3.16871 2.76804 -2.97914
C38 -2.59211 3.63984 -3.90044
C39 -3.39411 4.37864 -4.75144
C40 -4.77331 4.25224 -4.69664
C41 -5.35051 3.36794 -3.80094
C42 -4.55411 2.63244 -2.94144
C43 -0.68721 0.71024 -3.42214
C44 0.67159 0.42534 -3.54664
C45 1.20039 0.03244 -4.76174
C46 0.37429 -0.11226 -5.86394
C47 -0.98821 0.10434 -5.73454
C48 -1.51771 0.52364 -4.52844
H1 0.05289 2.43934 4.33726
H2 -0.16011 4.12014 3.80886
H3 1.36669 3.61674 4.57326
H4 2.33069 5.97224 2.89796
H5 4.08239 7.14294 4.16326
H6 6.06329 5.91894 4.97036
H7 6.27359 3.50014 4.53316
H8 4.53509 2.32184 3.25066
H9 4.70479 4.33894 1.08956
H10 6.64589 4.32384 -0.36554
H11 6.69079 2.88864 -2.37834
H12 4.70349 1.54094 -2.95064
H13 2.73989 1.55524 -1.48624
H14 -3.43601 -1.03026 4.36986
H15 -3.01681 0.63904 3.91426
H16 -1.91321 -0.31016 4.93426
H17 -1.59861 -2.95966 5.02016
H18 -2.47331 -5.00146 6.04756
H19 -3.90501 -6.53486 4.74716
H20 -4.52361 -5.96486 2.42496
H21 -3.63631 -3.93116 1.38016
H22 -0.27231 -2.31476 -2.51224
H23 0.26509 -4.15896 -3.67084
H24 0.50329 -6.35076 -3.13354
H25 0.73079 -6.65576 -0.50694
H26 -0.67541 -4.81436 1.63066
H27 -3.59811 4.01834 -0.68084
H28 -3.06261 3.46964 0.92446
H29 -4.36961 2.61564 0.08376
H30 -1.51801 3.74554 -3.93544
H31 -2.94181 5.06244 -5.45354
H32 -5.39611 4.83264 -5.35994
H33 -6.42351 3.25424 -3.76574
H34 -5.00661 1.93854 -2.24814
H35 1.32259 0.52974 -2.68154
H36 2.26069 -0.14856 -4.85184
H37 0.78879 -0.40276 -6.81674
H38 -1.64141 -0.04436 -6.58054
H39 -2.57891 0.70014 -4.44054
O1 4.77529 -1.16416 -0.08194
C49 3.57629 -1.04336 0.02636
O2 2.96619 -0.04266 0.54866
C50 2.59859 -2.17836 -0.26434
C51 3.05289 -3.43416 0.13236
C52 2.11819 -4.41226 0.52506
C53 0.84149 -4.15806 0.17376
C54 -1.13421 -5.58606 -0.31954
C55 -2.40281 -5.38976 -0.90944
C56 -2.78651 -4.13746 -1.24174
C57 -1.77121 -3.06536 -1.10474
C58 0.41349 -2.93916 -0.54454
N7 1.33219 -1.84896 -0.55144
H40 4.11189 -3.55016 0.29636
H41 2.40739 -5.25046 1.13906
H42 -0.64821 -7.40216 -1.33874
H43 -2.98741 -6.25906 -1.17404
H44 -3.73351 -3.91296 -1.70454
H45 -2.19721 -2.08036 -1.29954

Properties
multiplicity = 3
LUMO level (alpha / beta) = -2.062 / -3.574 eV
net charge = +1
expectation value of S² = 2.050
HOMO-LUMO gap (alpha / beta) = 7.198 / 6.544 eV

The following is a DFT calculation (wB97M-V/def2-TZVPD) of a molecular structure, C58H45P3RuS5SeSi at a distorted geometry.

Positions of all 114 atoms, in Å:
Ru1 0.21732 0.26356 -0.14509
C1 3.08292 -3.80244 2.69821
C2 1.75412 -4.10424 2.46791
C3 1.14382 -3.72664 1.28231
C4 1.87692 -3.05604 0.31611
C5 3.22602 -2.78874 0.54081
C6 3.82402 -3.14644 1.73101
P1 1.24842 -2.53284 -1.33279
C7 2.45732 -3.66574 -2.16959
C8 2.59872 -4.96834 -1.68859
C9 3.58522 -5.79744 -2.18239
C10 4.44972 -5.33864 -3.16539
C11 4.31192 -4.05274 -3.65509
C12 3.32092 -3.21644 -3.15799
C13 -0.30928 -3.48114 -1.52449
C14 -0.40038 -4.55214 -2.40179
C15 -1.58908 -5.24674 -2.56099
C16 -2.72088 -4.83644 -1.86739
C17 -2.65558 -3.73704 -1.04009
C18 -1.46328 -3.03924 -0.83909
Si1 -1.28618 -1.50904 0.23741
C19 -0.79798 0.48766 -2.03749
C20 -1.76058 -0.14324 -2.82199
C21 -2.45078 0.57066 -3.79539
C22 -2.19938 1.91426 -4.02529
C23 -1.20638 2.56216 -3.31059
C24 -0.52478 1.83146 -2.35259
P2 0.83612 2.31016 -1.27429
C25 2.29912 1.98046 -2.30419
C26 3.51582 2.50926 -1.88049
C27 4.68742 2.15576 -2.51889
C28 4.65932 1.26146 -3.57819
C29 3.44992 0.74176 -4.00919
C30 2.27292 1.08746 -3.37009
C31 0.77812 4.12236 -1.17189
C32 0.04232 4.68956 -0.13799
C33 -0.08138 6.06276 -0.04929
C34 0.54712 6.87656 -0.97639
C35 1.26192 6.31026 -2.02059
C36 1.37792 4.93716 -2.12709
C37 -2.56948 -1.18534 1.58681
C38 -3.78408 -1.84034 1.78771
C39 -4.57258 -1.56944 2.88441
C40 -4.15598 -0.65004 3.83531
C41 -2.95198 0.01666 3.66351
C42 -2.18438 -0.21074 2.53291
P3 -0.50748 0.48676 2.32931
C43 0.29452 -0.49514 3.65531
C44 1.36782 -0.02734 4.40751
C45 1.91472 -0.80314 5.41391
C46 1.39672 -2.05464 5.69851
C47 0.33722 -2.53454 4.94731
C48 -0.19278 -1.77584 3.92161
C49 -0.40368 2.19126 2.95721
C50 -1.50138 2.95876 3.34121
C51 -1.32278 4.28646 3.68841
C52 -0.06208 4.86186 3.65011
C53 1.02512 4.11536 3.22381
C54 0.85282 2.79226 2.86511
H1 3.53982 -4.06664 3.63971
H2 1.18682 -4.63534 3.21991
H3 0.10042 -3.95444 1.11441
H4 3.80452 -2.28744 -0.22089
H5 4.86302 -2.90404 1.90121
H6 1.92872 -5.32494 -0.91739
H7 3.69072 -6.79944 -1.78879
H8 5.23982 -5.98014 -3.53329
H9 4.98952 -3.69584 -4.41919
H10 3.22572 -2.20474 -3.52759
H11 0.47092 -4.86894 -2.95729
H12 -1.63468 -6.09654 -3.22789
H13 -3.65558 -5.37194 -1.97939
H14 -3.55668 -3.39524 -0.55269
H15 -2.00218 -1.18984 -2.67499
H16 -3.22398 0.07456 -4.36709
H17 -2.78378 2.46376 -4.74939
H18 -0.97978 3.60946 -3.46299
H19 3.53142 3.18786 -1.03639
H20 5.62812 2.56196 -2.17509
H21 5.58042 0.95306 -4.05289
H22 3.41972 0.04756 -4.83869
H23 1.33312 0.65506 -3.69109
H24 -0.43408 4.04426 0.58841
H25 -0.67968 6.48836 0.74221
H26 0.48352 7.95186 -0.88509
H27 1.72612 6.93886 -2.76689
H28 1.93722 4.49646 -2.94239
H29 -4.10758 -2.58944 1.08261
H30 -5.50588 -2.09924 3.00951
H31 -4.75768 -0.46774 4.71381
H32 -2.59458 0.68886 4.43281
H33 1.77772 0.95086 4.21381
H34 2.74882 -0.41604 5.98261
H35 1.81762 -2.65174 6.49601
H36 -0.08798 -3.50544 5.16531
H37 -1.00408 -2.18144 3.33501
H38 -2.49268 2.53146 3.32971
H39 -2.17768 4.88636 3.97401
H40 0.07172 5.89846 3.92941
H41 2.00152 4.57366 3.14321
H42 1.68962 2.22516 2.47071
Se1 2.52562 0.25786 0.71201
C55 -4.97608 -0.08244 -1.00469
S1 -5.35168 1.05366 0.37401
C56 -4.71878 2.53536 -0.32039
C57 -3.40658 2.87866 -0.32519
S2 -2.16058 2.01536 0.43041
S3 -3.03948 4.41266 -1.13619
C58 -4.68188 4.85766 -1.52609
S4 -5.07258 6.27106 -2.25999
S5 -5.85288 3.66146 -1.05359
H43 -5.38038 -1.05614 -0.74939
H44 -3.89788 -0.14404 -1.12739
H45 -5.45488 0.30156 -1.90129

Properties
multiplicity = 2
LUMO level (alpha / beta) = 1.289 / 1.372 eV
net charge = -1
expectation value of S² = 1.005
HOMO-LUMO gap (alpha / beta) = 5.036 / 4.826 eV